Computed, not measured: the ion HS with charge -1, with ωB97M-V/def2-TZVPD.

```
2
Properties=species:S:1:pos:R:3:lowdin_charge:R:1
S 0.179 0.623 0.155 -0.46
H -0.179 -0.623 -0.155 -0.54
```

2S+1   1
Gap between HOMO and LUMO   7.48 eV
SMILES string   [SH-]
Energy above the lowest of the compared OMol25 structures with the same formula, charge and spin   0.03 kcal per mole
E_HOMO   -0.0822 Ha
Charge   -1